Computed, not measured: a molecular structure, C15H26CoF6NO3P2 in a non-equilibrium geometry, with ωB97M-V/def2-TZVPD.

Structure (XYZ):
```
54
Properties=species:S:1:pos:R:3:forces:R:3:mulliken_spin:R:1
Co 0.103813 1.059271 -0.234827 0.82 -0.48 2.03 2.623
P -1.994336 0.600895 -0.544596 -0.61 0.53 0.02 0.090
C -2.219265 1.118582 -2.307334 -1.19 -0.18 0.32 0.020
C -0.884449 1.431427 -2.941293 0.60 1.05 -0.15 0.014
N 0.209550 1.347467 -2.145902 1.03 0.03 -1.75 -0.019
C 1.473399 1.544666 -2.640855 -0.43 1.17 -0.77 0.011
C 1.661024 2.137049 -3.906752 -0.59 -0.54 0.83 0.002
C 0.522841 2.380526 -4.670560 0.10 -0.22 -0.13 0.008
C -0.721795 1.961495 -4.220335 -0.84 -0.46 0.14 -0.002
C 2.609364 1.189793 -1.720527 0.09 -0.03 0.68 -0.017
P 1.960373 -0.329528 -0.715398 2.08 1.37 -0.33 0.061
H -1.622928 2.022784 -4.830830 0.38 0.21 -0.04 0.001
H 2.654220 2.399943 -4.255053 -0.14 -0.10 0.05 0.001
H 0.603986 2.855186 -5.645544 0.02 -0.09 0.17 0.000
H 3.527260 0.923533 -2.266087 -0.47 -0.02 -0.09 -0.002
H 2.966740 2.051100 -1.118304 -0.69 -0.35 0.07 0.006
H -2.943222 0.529907 -2.894501 0.79 -0.30 -0.14 0.004
H -2.872814 1.994407 -2.111970 0.90 0.15 -0.63 0.002
H -0.754804 -2.423163 -4.101176 -0.65 -0.92 -0.88 0.000
O -1.135304 -3.091781 -4.726993 -1.01 1.08 1.07 0.000
H -2.124847 -3.004429 -4.621882 1.64 -0.15 -0.16 0.000
H 0.677540 -3.692765 -0.696725 0.08 0.35 0.59 0.000
O -0.002746 -4.051326 -0.104070 0.26 -0.37 -1.52 0.000
H -0.280976 -4.762145 -0.716758 -0.37 0.06 0.85 0.000
C 2.648675 -1.503754 -1.943829 -0.12 -0.32 0.02 0.026
H 3.572862 -0.970527 -2.274565 -0.67 -1.10 0.04 0.001
H 2.889544 -2.430346 -1.386012 -0.05 0.33 -0.62 -0.001
H 1.960125 -1.706902 -2.787795 0.53 0.07 0.41 0.001
C 3.206794 -0.617861 0.598803 -0.15 -0.22 -0.04 0.015
H 2.777169 -1.536029 1.025948 0.46 0.20 0.43 -0.001
H 4.202132 -0.847968 0.191461 -0.34 0.09 0.01 0.002
H 3.309707 0.160211 1.371194 -0.35 -0.35 -0.36 0.001
C -3.127445 1.824108 0.155006 -0.58 -0.27 0.11 0.003
H -4.068589 1.560965 -0.330885 -0.36 0.38 0.16 0.004
H -3.266477 1.784085 1.223730 0.13 -0.33 0.32 -0.002
H -2.863882 2.854199 -0.076726 0.18 -0.09 -0.24 -0.001
C -2.645274 -0.998747 -0.080190 -0.63 0.05 -0.42 0.025
H -2.856101 -0.980624 0.990994 0.28 -0.03 -0.01 -0.002
H -3.610429 -1.023340 -0.587676 -0.11 -0.73 -0.01 0.006
H -1.969827 -1.825648 -0.337869 -0.36 0.22 0.05 -0.007
C 1.351851 2.293896 2.989700 -0.07 0.17 0.12 0.008
C 0.039343 1.530840 2.861926 -0.39 -1.20 1.06 0.022
O -0.226068 1.124059 1.584146 -0.12 0.55 0.27 0.102
C 0.127354 0.176312 3.733363 0.49 -0.13 0.33 -0.001
F 0.414059 0.373539 5.061940 -0.60 0.06 -1.41 0.000
F -0.972898 -0.601394 3.638730 0.49 0.80 0.16 0.000
F 1.151299 -0.588201 3.254316 -0.39 0.57 0.05 -0.001
C -1.153789 2.432937 3.411652 0.17 0.28 -0.18 0.001
F -0.908970 2.923510 4.659875 -0.39 -0.68 -1.24 0.001
F -1.259386 3.512249 2.571858 -0.15 -0.80 0.66 -0.002
F -2.372464 1.804011 3.414332 1.40 0.66 0.09 0.000
H 2.160390 1.694140 2.547275 -0.30 0.16 0.26 0.000
H 1.580534 2.534142 4.039134 0.01 -0.05 -0.44 -0.001
H 1.236538 3.215945 2.408133 0.16 -0.09 0.20 0.000
```
Forces are in eV/Å.

Output
ΔE to the lowest compared entry with this formula, charge and spin = 0.0 kcal/mol
multiplicity = 4
charge = +1
highest occupied orbital energy (spin up / spin down) = -0.420 / -0.467 hartree
HOMO-LUMO gap (spin up / spin down) = 8.02 / 8.79 eV